[1]
A cluster of 3 separate species, C22H46BO10 in total. Source: the Open Molecules 2025 dataset; level of theory: ωB97M-V/def2-TZVPD.

Last column: Löwdin charge in e.
Positions of all 79 atoms, in Å:
C -3.35 -6.81 -6.87  -0.095
C -2.52 -6.00 -7.87  -0.161
C -3.08 -4.65 -8.29  -0.520
O -3.29 -4.41 -9.46  0.067
O -3.34 -3.72 -7.38  0.020
C -2.90 -3.85 -5.99  -0.217
C -2.80 -2.51 -5.32  -0.090
B -2.13 -2.67 -3.85  -0.698
O -3.02 -2.24 -2.73  -0.067
C -2.10 -2.10 -1.68  -0.224
C -0.97 -1.31 -2.35  -0.373
C 0.36 -1.23 -1.61  -0.146
C 1.04 0.13 -1.71  -0.200
C 2.10 0.38 -0.62  -0.203
C 3.04 -0.81 -0.35  -0.165
C 4.45 -0.35 -0.04  -0.169
O 5.13 0.11 -1.23  -0.010
C 6.07 -0.70 -1.74  -0.551
C 6.94 0.02 -2.73  0.017
O 6.20 -1.86 -1.44  0.098
O -0.86 -1.87 -3.64  -0.036
H -3.05 -7.85 -6.91  0.067
H -4.41 -6.72 -7.08  0.084
H -3.19 -6.47 -5.84  0.060
H -2.45 -6.56 -8.81  0.106
H -1.49 -5.88 -7.51  0.115
H -1.93 -4.36 -5.95  0.111
H -3.63 -4.47 -5.46  0.115
H -2.21 -1.84 -5.94  0.102
H -3.81 -2.08 -5.21  0.100
H -1.83 -3.90 -3.64  0.111
H -1.76 -3.09 -1.34  0.118
H -2.52 -1.52 -0.85  0.114
H -1.38 -0.29 -2.48  0.141
H 0.22 -1.50 -0.55  0.111
H 1.00 -2.00 -2.05  0.119
H 1.47 0.28 -2.70  0.119
H 0.26 0.88 -1.59  0.103
H 1.58 0.65 0.30  0.101
H 2.71 1.24 -0.91  0.103
H 3.07 -1.49 -1.20  0.119
H 2.70 -1.34 0.54  0.115
H 5.04 -1.13 0.44  0.117
H 4.43 0.53 0.61  0.125
H 7.22 -0.66 -3.53  0.085
H 7.85 0.35 -2.22  0.088
H 6.43 0.89 -3.15  0.082
C -0.29 1.29 5.18  -0.108
O -1.44 0.83 4.51  -0.191
C -1.36 0.94 3.10  -0.201
C -1.00 -0.38 2.44  -0.198
O 0.30 -0.81 2.81  -0.201
C 0.31 -1.82 3.80  -0.114
H -0.37 0.98 6.22  0.090
H 0.63 0.87 4.75  0.084
H -0.22 2.39 5.15  0.076
H -0.62 1.70 2.82  0.125
H -2.33 1.26 2.73  0.127
H -1.02 -0.25 1.36  0.118
H -1.74 -1.14 2.70  0.130
H -0.01 -2.78 3.38  0.090
H -0.34 -1.56 4.64  0.083
H 1.33 -1.91 4.15  0.087
C -1.38 4.96 6.91  -0.111
O -0.11 5.15 6.32  -0.200
C -0.14 5.83 5.08  -0.209
C 0.24 7.29 5.23  -0.206
O -0.70 8.01 6.01  -0.189
C -0.30 8.21 7.35  -0.115
H -1.23 4.62 7.93  0.090
H -1.96 5.89 6.92  0.084
H -1.95 4.20 6.36  0.087
H -1.13 5.75 4.63  0.128
H 0.58 5.35 4.42  0.126
H 0.27 7.75 4.24  0.126
H 1.24 7.37 5.67  0.126
H 0.50 8.96 7.41  0.087
H 0.05 7.28 7.81  0.083
H -1.16 8.58 7.90  0.088

Summary:
HOMO-LUMO gap = 6.30 eV
HOMO = -4.3 eV
LUMO energy = 2.010 eV
charge = -1

[2]
A structure of composition C22H46Br8N2O4 at a distorted geometry. Source: the Open Molecules 2025 dataset; level of theory: ωB97M-V/def2-TZVPD.

Last column: Löwdin charge in e.
Positions of all 82 atoms, in Å:
C 3.86 -5.19 3.78  -0.161
C 3.76 -4.20 2.47  -0.272
C 3.66 -2.65 3.04  -0.230
C 2.09 -2.18 3.25  -0.213
C 1.77 -0.85 2.34  -0.215
C 2.42 0.54 2.99  -0.131
C 2.29 1.77 1.86  -0.371
N 0.91 1.65 1.27  -0.239
O 0.88 1.88 -0.05  -0.461
C 0.64 0.52 -0.64  -0.094
C -0.23 0.55 -2.03  -0.314
C -0.36 -1.04 -2.52  -0.093
O 0.47 1.33 -3.09  -0.124
C -0.14 2.43 2.03  -0.208
O -0.10 3.73 2.33  0.039
O -1.30 1.63 2.54  -0.104
C -2.37 1.59 1.51  -0.155
C -3.65 0.82 2.23  -0.142
C -3.85 -0.71 1.66  -0.277
N -3.25 -1.78 2.60  -0.061
H 2.91 -5.02 4.46  0.086
H 4.01 -6.32 3.48  0.073
H 4.85 -4.88 4.36  0.082
H 4.79 -4.25 1.87  0.107
H 2.88 -4.48 1.74  0.109
H 4.18 -1.94 2.27  0.104
H 4.17 -2.61 4.10  0.105
H 1.81 -2.00 4.39  0.118
H 1.42 -3.06 2.88  0.102
H 0.58 -0.78 2.27  0.112
H 2.13 -1.03 1.22  0.103
H 1.66 0.86 3.86  0.125
H 3.52 0.41 3.36  0.117
H 3.14 1.63 1.04  0.078
H 2.51 2.78 2.41  0.097
H -0.04 -0.03 0.16  0.132
H 1.66 -0.06 -0.70  0.121
H -1.33 0.93 -1.84  0.152
H -1.27 -1.21 -3.24  0.074
H 0.69 -1.31 -2.99  0.044
H -0.53 -1.67 -1.53  0.104
H 0.50 0.68 -3.87  0.066
H -2.08 0.97 0.56  0.106
H -2.61 2.70 1.23  0.121
H -4.68 1.38 2.05  0.044
H -3.50 0.74 3.40  0.131
H -5.02 -0.89 1.59  0.102
H -3.43 -0.86 0.55  0.117
H -3.84 -1.74 3.47  0.067
H -3.43 -2.73 2.20  0.061
Br 2.77 -0.81 -5.00  0.647
C 3.49 0.35 -3.61  -0.687
C 4.78 -0.19 -3.05  -0.680
Br 4.46 -1.67 -1.83  0.598
H 2.70 0.47 -2.86  0.019
H 3.65 1.31 -4.11  0.066
H 5.29 0.57 -2.45  0.059
H 5.47 -0.56 -3.82  0.054
Br -0.41 -4.39 -4.07  0.617
C -2.07 -5.00 -4.89  -0.692
C -3.07 -3.87 -4.99  -0.695
Br -3.90 -3.50 -3.26  0.591
H -2.43 -5.84 -4.30  0.053
H -1.79 -5.35 -5.88  0.058
H -3.90 -4.15 -5.65  0.057
H -2.63 -2.93 -5.34  0.051
Br 2.30 3.33 0.13  1.122
C 2.54 4.13 -1.63  -0.576
C 2.82 5.61 -1.52  -0.695
Br 1.19 6.61 -1.14  0.601
H 1.64 3.90 -2.21  0.056
H 3.40 3.61 -2.06  0.054
H 3.18 6.01 -2.47  0.052
H 3.54 5.86 -0.73  0.049
Br -7.46 1.76 1.36  0.621
C -7.74 3.59 0.73  -0.689
C -6.48 4.17 0.15  -0.690
Br -5.24 4.70 1.56  0.621
H -8.13 4.16 1.58  0.054
H -8.52 3.50 -0.03  0.058
H -6.69 5.09 -0.40  0.058
H -5.94 3.48 -0.50  0.055

Summary:
HOMO-LUMO gap = 7.82 eV
HOMO = -7.5 eV
LUMO energy = 0.338 eV

[3]
A structure of composition C22H46NO4PSi2. Source: the Open Molecules 2025 dataset; level of theory: ωB97M-V/def2-TZVPD.

Last column: Löwdin charge in e.
Positions of all 76 atoms, in Å:
C 1.86 3.47 -0.32  -0.373
P 1.87 2.46 1.22  0.702
C 3.66 2.47 1.72  -0.357
Si 1.66 0.40 0.37  0.338
O 1.19 -0.70 1.53  -0.463
Si 2.36 -1.21 2.61  0.521
C 2.01 -2.96 3.18  -0.289
C 1.46 -3.91 2.11  -0.260
C 2.20 -3.92 0.77  -0.190
C 3.67 -4.36 0.88  -0.128
N 4.61 -3.26 0.79  -0.131
C 5.62 -3.07 1.69  -0.124
C 6.35 -1.96 1.31  -0.105
C 5.76 -1.48 0.12  -0.114
C 4.69 -2.30 -0.18  -0.128
H 2.43 4.38 -0.16  0.025
H 0.84 3.75 -0.57  0.011
H 2.30 2.96 -1.18  0.018
H 3.75 2.70 2.77  0.015
H 4.15 1.51 1.52  -0.003
H 4.19 3.20 1.12  0.023
H 0.59 0.45 -0.64  -0.040
H 2.98 0.04 -0.20  -0.032
H 2.41 -0.30 3.78  -0.016
H 3.67 -1.15 1.93  -0.015
H 2.90 -3.35 3.68  0.068
H 1.26 -2.89 3.97  0.068
H 0.41 -3.72 1.94  0.105
H 1.51 -4.92 2.50  0.105
H 1.70 -4.64 0.14  0.109
H 2.12 -2.97 0.25  0.091
H 3.82 -4.87 1.82  0.119
H 3.87 -5.06 0.07  0.121
H 5.77 -3.69 2.55  0.110
H 7.20 -1.56 1.83  0.086
H 6.10 -0.62 -0.43  0.089
H 4.00 -2.23 -1.00  0.100
C 2.50 -0.32 -5.00  -0.166
C 1.05 -0.63 -4.64  -0.167
C 1.22 -1.71 -3.57  -0.205
O 2.45 -1.42 -2.91  -0.181
C 3.18 -0.43 -3.65  -0.207
H 2.64 0.65 -5.46  0.112
H 2.89 -1.08 -5.68  0.114
H 0.57 0.25 -4.21  0.113
H 0.45 -0.97 -5.48  0.111
H 1.29 -2.70 -4.02  0.117
H 0.41 -1.71 -2.84  0.112
H 3.14 0.52 -3.10  0.110
H 4.23 -0.74 -3.72  0.119
C -3.72 1.13 -0.23  -0.165
C -3.75 2.22 -1.30  -0.165
C -2.71 3.20 -0.78  -0.200
O -1.74 2.42 -0.07  -0.168
C -2.24 1.09 0.13  -0.214
H -4.09 0.17 -0.56  0.114
H -4.31 1.45 0.63  0.096
H -3.42 1.80 -2.26  0.112
H -4.73 2.67 -1.43  0.103
H -3.16 3.91 -0.08  0.119
H -2.21 3.75 -1.57  0.114
H -1.68 0.42 -0.53  0.091
H -2.05 0.79 1.16  0.121
C -8.38 2.09 2.33  -0.169
C -8.82 1.81 0.90  -0.170
C -7.84 2.66 0.10  -0.204
O -6.62 2.69 0.86  -0.160
C -6.86 2.17 2.17  -0.208
H -8.68 1.33 3.04  0.111
H -8.77 3.05 2.67  0.114
H -8.69 0.75 0.66  0.114
H -9.86 2.08 0.70  0.111
H -8.20 3.68 -0.02  0.118
H -7.63 2.25 -0.89  0.115
H -6.40 1.18 2.25  0.115
H -6.39 2.83 2.90  0.119

Summary:
HOMO-LUMO gap = 8.49 eV
HOMO = -7.7 eV
LUMO energy = 0.795 eV

[4]
A structure of composition C22H46O15Zn at a distorted geometry. Source: the Open Molecules 2025 dataset; level of theory: ωB97M-V/def2-TZVPD.

Last column: Löwdin charge in e.
Positions of all 84 atoms, in Å:
Zn -0.05 -0.26 0.30  0.665
O -1.79 -0.29 -0.53  -0.374
H -2.55 -0.86 -0.79  -0.025
C 3.21 -0.15 1.42  -0.281
O 1.83 -0.27 1.11  -0.405
H 3.74 0.64 0.91  0.046
H 3.49 0.10 2.44  0.047
H 3.76 -1.08 1.22  0.051
C -2.82 1.06 -3.09  -0.059
O -2.98 2.03 -4.12  -0.011
C -1.97 2.84 -4.57  -0.574
O -0.79 2.71 -4.32  0.111
O -2.53 3.80 -5.26  -0.010
C -1.85 4.85 -5.88  -0.039
H -1.76 0.79 -2.99  0.068
H -3.26 0.12 -3.43  0.092
H -3.18 1.33 -2.10  0.077
H -2.52 5.59 -6.31  0.103
H -1.31 4.32 -6.67  0.101
H -1.08 5.16 -5.17  0.096
C 2.30 -3.93 -0.70  -0.058
O 1.33 -4.10 -1.71  0.013
C 0.53 -3.01 -1.92  -0.517
O 0.46 -2.07 -1.13  0.056
O 0.08 -3.09 -3.16  0.038
C -0.91 -2.13 -3.50  -0.027
H 3.19 -4.56 -0.80  0.098
H 1.89 -4.08 0.30  0.093
H 2.67 -2.92 -0.53  0.081
H -1.51 -2.35 -4.39  0.101
H -0.45 -1.15 -3.70  0.081
H -1.58 -2.04 -2.65  0.085
C 0.96 2.01 3.85  -0.051
O -0.39 2.42 3.68  -0.034
C -1.16 1.84 2.59  -0.415
O -0.88 0.87 1.90  0.074
O -2.30 2.56 2.46  0.002
C -3.16 2.23 1.42  -0.039
H 1.23 2.56 4.76  0.098
H 1.66 2.32 3.07  0.077
H 1.07 0.94 4.01  0.089
H -2.71 2.29 0.42  0.084
H -4.02 2.89 1.45  0.105
H -3.45 1.21 1.66  0.080
C 1.33 3.62 0.42  0.023
C 0.35 2.86 -0.45  -0.409
O 0.31 1.64 -0.42  0.016
C -0.64 3.65 -1.26  0.008
H 1.80 4.49 -0.04  0.096
H 1.91 2.89 0.99  0.074
H 0.63 4.03 1.15  0.090
H -1.25 4.38 -0.73  0.096
H -1.34 2.87 -1.53  0.062
H -0.31 4.01 -2.24  0.087
C 1.01 -2.31 3.74  -0.030
C 1.39 -2.69 5.09  -0.466
O 2.59 -3.12 5.35  0.006
C 0.32 -2.74 6.08  -0.032
H 0.18 -1.60 3.73  0.083
H 0.63 -3.23 3.28  0.093
H 1.87 -2.02 3.14  0.086
H 0.24 -1.75 6.53  0.095
H 0.65 -3.33 6.94  0.089
H -0.66 -3.10 5.76  0.072
C -2.18 -3.79 2.99  -0.021
C -2.11 -2.55 2.10  -0.400
O -1.14 -2.38 1.31  0.004
C -3.20 -1.48 2.34  -0.004
H -1.42 -4.50 2.67  0.088
H -3.19 -4.19 2.82  0.082
H -2.21 -3.50 4.04  0.076
H -3.50 -1.12 1.36  0.070
H -2.82 -0.66 2.95  0.078
H -4.00 -2.00 2.87  0.075
C 2.29 0.15 -2.80  -0.018
C 3.39 -0.34 -3.68  -0.453
O 3.14 -0.53 -4.90  0.021
C 4.65 -0.81 -2.99  -0.013
H 2.30 1.23 -2.65  0.096
H 2.42 -0.31 -1.82  0.068
H 1.37 -0.20 -3.29  0.071
H 5.57 -0.77 -3.57  0.084
H 4.47 -1.83 -2.64  0.088
H 4.69 -0.10 -2.16  0.076

Summary:
HOMO-LUMO gap = 8.03 eV
HOMO = -7.8 eV
LUMO energy = 0.257 eV

[5]
A cluster of 7 separate species, C22H47BCl2N3O26S6Si in total at a distorted geometry. Source: the Open Molecules 2025 dataset; level of theory: ωB97M-V/def2-TZVPD.

Last column: Löwdin charge in e.
Positions of all 108 atoms, in Å:
C 4.07 -1.41 0.75  0.026
B 4.19 -0.23 -0.27  -0.530
O 3.91 -0.36 -1.58  0.196
N 4.70 1.08 0.23  0.293
C 4.24 2.26 -0.10  -0.284
N 3.24 2.33 -1.03  0.095
C 2.27 3.42 -0.86  -0.135
C 0.90 2.93 -1.31  -0.250
O 0.68 1.64 -0.81  -0.218
Si -0.11 1.45 0.66  0.459
C -1.98 1.45 0.53  -0.130
C 0.39 2.74 1.93  -0.144
C 0.48 -0.21 1.30  -0.120
N 4.74 3.42 0.49  0.066
C 6.08 3.33 0.94  -0.776
Cl 7.30 3.59 -0.23  0.782
C 6.43 3.09 2.22  -0.711
C 7.83 3.07 2.75  -0.112
Cl 5.19 2.79 3.39  0.753
H 3.38 -2.18 0.43  0.085
H 5.07 -1.85 0.85  0.083
H 3.79 -1.02 1.73  0.034
H 3.37 -1.13 -1.75  0.120
H 5.44 1.05 0.92  0.146
H 3.62 2.28 -1.97  0.167
H 2.53 4.29 -1.47  0.136
H 2.18 3.71 0.18  0.096
H 0.19 3.68 -0.95  0.124
H 0.82 2.95 -2.39  0.115
H -2.33 0.67 1.19  0.012
H -2.36 1.33 -0.47  0.025
H -2.34 2.38 0.97  0.039
H 0.30 3.77 1.59  0.032
H 1.44 2.59 2.18  0.022
H -0.18 2.61 2.84  0.036
H 1.40 -0.47 0.76  0.009
H 0.76 -0.13 2.35  0.019
H -0.28 -0.97 1.14  0.040
H 4.14 3.82 1.20  0.127
H 8.29 4.02 2.51  0.087
H 7.80 3.01 3.83  0.069
H 8.41 2.26 2.33  0.088
C 5.73 -2.29 4.13  -0.161
C 5.70 -1.52 5.44  -0.153
O 4.48 -0.77 5.37  -0.189
S 3.37 -1.61 4.59  0.604
O 2.54 -2.29 5.52  -0.187
O 2.81 -0.78 3.58  -0.243
O 4.36 -2.67 3.92  -0.188
H 6.04 -1.65 3.30  0.119
H 6.35 -3.17 4.18  0.140
H 6.55 -0.84 5.54  0.136
H 5.66 -2.19 6.30  0.139
C -4.65 -1.18 3.83  -0.150
C -4.18 -1.43 5.24  -0.160
O -2.94 -0.70 5.35  -0.177
S -3.02 0.61 4.43  0.599
O -3.36 1.73 5.23  -0.207
O -1.88 0.63 3.59  -0.240
O -4.30 0.19 3.57  -0.180
H -4.12 -1.81 3.12  0.140
H -5.72 -1.32 3.72  0.139
H -4.01 -2.48 5.44  0.119
H -4.88 -1.02 5.97  0.142
C 1.93 0.54 -4.13  -0.165
C 1.35 -0.67 -4.84  -0.151
O 0.47 -0.11 -5.82  -0.188
S 1.07 1.28 -6.35  0.598
O 1.77 1.07 -7.56  -0.194
O 0.06 2.27 -6.24  -0.221
O 2.14 1.50 -5.17  -0.185
H 1.23 0.95 -3.41  0.117
H 2.88 0.32 -3.64  0.112
H 0.79 -1.32 -4.17  0.137
H 2.12 -1.25 -5.35  0.138
C -2.31 2.71 -8.43  -0.167
C -2.64 1.30 -8.85  -0.167
O -3.80 1.44 -9.69  -0.189
S -3.72 2.83 -10.49  0.600
O -3.20 2.59 -11.79  -0.211
O -4.94 3.52 -10.29  -0.212
O -2.57 3.50 -9.60  -0.182
H -2.97 3.06 -7.63  0.137
H -1.28 2.82 -8.13  0.106
H -2.87 0.65 -8.01  0.129
H -1.84 0.85 -9.45  0.136
C -5.81 -5.25 6.81  -0.150
C -6.21 -6.50 6.06  -0.153
O -7.11 -6.04 5.05  -0.179
S -6.67 -4.58 4.56  0.585
O -5.89 -4.70 3.38  -0.213
O -7.79 -3.72 4.63  -0.207
O -5.68 -4.25 5.78  -0.218
H -6.59 -4.93 7.50  0.137
H -4.87 -5.36 7.34  0.137
H -6.71 -7.23 6.70  0.138
H -5.35 -6.98 5.58  0.136
C -4.54 -1.98 -3.94  -0.154
C -3.76 -0.71 -3.66  -0.163
O -3.98 -0.46 -2.27  -0.197
S -4.12 -1.85 -1.49  0.587
O -2.87 -2.19 -0.91  -0.229
O -5.31 -1.82 -0.73  -0.204
O -4.34 -2.78 -2.77  -0.183
H -5.61 -1.78 -4.05  0.138
H -4.18 -2.51 -4.82  0.136
H -4.11 0.14 -4.25  0.136
H -2.69 -0.85 -3.82  0.127

Summary:
HOMO-LUMO gap = 8.45 eV
HOMO = -12.1 eV
LUMO energy = -3.633 eV
charge = +1